(1)
The following is a DFT calculation (the ωB97M-V functional and the def2-TZVPD basis) of 4 unconnected molecules or ions with the total composition C9H18BClO14S3Si.

Kohn-Sham gap, Eh: 0.360
Spin multiplicity: 1
Charge: 0
Structure (SMILES): C#CC[Si@@H](Cl)B(O)O.O=S1(=O)OCCO1.O=S1(=O)OCCO1.O=S1(=O)OCCO1

Each line ends with the Mulliken charge.
Atoms and positions in Å:
Cl: 1.8014 -4.5990 -1.5895  -0.298
S: 4.5608 4.8093 2.6188  1.243
S: -5.5284 -5.8068 -1.7037  1.081
S: 0.6113 4.0987 1.3063  1.077
Si: 0.2471 -3.5576 -0.6739  0.252
O: 0.6371 4.2629 2.7141  -0.545
O: 5.8515 4.1873 1.8827  -0.330
O: -5.7945 -6.7162 -0.6513  -0.553
O: 4.2614 4.0041 3.7453  -0.613
O: 1.0749 -1.2968 1.1446  -0.530
O: -0.0857 4.9961 0.4544  -0.591
O: -4.2347 -5.6435 -2.2606  -0.477
O: 5.2535 6.1755 3.1208  -0.315
O: 2.1127 3.9583 0.7686  -0.137
O: -6.0916 -4.3636 -1.2843  -0.273
O: 0.7203 -0.7157 -1.1620  -0.566
O: -6.5611 -6.0942 -2.9015  -0.312
O: 0.1202 2.5998 0.9856  -0.302
O: 3.5885 5.1207 1.6377  -0.438
C: -1.2868 -3.3844 -1.7921  -0.564
C: 6.6647 6.1200 2.9006  -0.363
C: -2.3991 -3.1544 -0.8581  -0.376
C: 1.0576 1.9790 0.0988  0.344
C: -3.2317 -2.8249 -0.0438  -0.153
C: 2.3917 2.5857 0.4745  -0.513
C: -7.5935 -5.1032 -2.9046  -0.354
C: 6.8364 5.2100 1.7025  -0.338
C: -6.9447 -3.8660 -2.3197  -0.301
B: 0.7481 -1.6844 -0.1451  0.530
H: 7.0595 7.1174 2.7234  0.309
H: 2.7991 2.1203 1.3770  0.347
H: -3.6764 -2.4218 0.8410  0.396
H: 7.8313 4.7759 1.6476  0.310
H: 1.0423 0.9080 0.2165  -0.145
H: -8.4116 -5.4589 -2.2744  0.287
H: 0.7804 2.2385 -0.9269  0.182
H: -7.9602 -4.9415 -3.9153  0.300
H: -1.4752 -4.2842 -2.3895  0.332
H: 3.1197 2.5128 -0.3305  0.360
H: -0.2294 -4.2404 0.5448  -0.098
H: 6.6166 5.7339 0.7694  0.285
H: 1.9699 -1.6276 1.3176  0.300
H: 7.1345 5.6966 3.7914  0.289
H: -1.2047 -2.5153 -2.4549  0.340
H: -7.6706 -3.1667 -1.9133  0.304
H: -6.3221 -3.3550 -3.0578  0.285
H: -0.1905 -0.3887 -1.2311  0.334

Cartesian forces (eV/Å) of the 6 atoms listed first:
-0.3 0.2 0.1
0.4 0.5 0.0
-0.3 0.3 -0.1
0.3 -0.4 -0.3
-0.5 -0.2 0.1
-0.2 0.1 0.0

***

(2)
The following is a DFT calculation (the ωB97M-V functional and the def2-TZVPD basis) of a molecular structure, C9H18Br4NOTi.

Kohn-Sham gap (spin up / spin down), Eh: 0.287 / 0.147
Spin multiplicity: 5
<S²>: 6.013
Charge: -1

Each line ends with the Mulliken charge.
Atoms and positions in Å:
Br: -4.7298 -1.4063 -15.5196  -0.653
Br: -5.4039 -2.3892 -10.9143  -0.604
Br: -5.1750 1.8084 -11.8772  -0.015
Br: -8.8001 -0.2602 -13.3010  -0.608
Ti: -5.9949 -0.5997 -13.1224  0.747
O: -2.0713 1.1290 -10.2303  -0.565
N: -1.2065 0.2549 -10.8052  0.670
C: -2.0759 -0.6764 -12.8764  -0.889
C: -1.6121 -2.0573 -9.7529  -1.458
C: -1.1086 1.6986 -12.7362  -1.605
C: 0.7695 -1.4758 -11.9866  -0.645
C: -0.7060 -0.8546 -9.8358  1.428
C: 0.3984 -0.2162 -12.7346  -1.145
C: -1.0401 0.2474 -12.2793  1.374
C: -0.3239 -0.3350 -8.4194  -1.773
C: 0.6607 -1.3161 -10.4282  -1.424
H: 0.5001 -0.4546 -13.7933  0.390
H: -1.2171 0.0414 -7.9207  0.429
H: -3.1065 -0.3726 -12.6927  -0.451
H: -1.2625 1.6721 -13.8150  0.419
H: 0.3406 0.5176 -8.2796  0.412
H: -1.3396 -2.5674 -8.8290  0.506
H: 1.3941 -0.5704 -10.1211  0.467
H: 1.1234 0.5435 -12.4424  0.374
H: 1.0493 -2.1717 -9.8760  0.433
H: -0.2640 2.3651 -12.5619  0.384
H: 0.0401 -2.2145 -12.3189  0.313
H: -0.0500 -1.1565 -7.7574  0.405
H: -2.1078 -1.7289 -12.5951  0.311
H: -1.3294 -2.8010 -10.4979  0.359
H: -2.0479 2.1472 -12.4126  0.314
H: -2.6806 -1.8454 -9.7124  0.111
H: -1.9445 -0.7116 -13.9579  0.565
H: 1.7909 -1.7784 -12.2173  0.425

Cartesian forces (eV/Å) of the 6 atoms listed first:
-0.5 0.5 1.1
-0.1 1.0 -1.0
-0.1 -0.3 0.0
1.4 0.1 0.1
-0.6 -1.2 -0.2
2.1 -2.4 -1.9

***

(3)
The following is a DFT calculation (the ωB97M-V functional and the def2-TZVPD basis) of 9 unconnected molecules or ions with the total composition C9H18Cl18.

Energy relative to the best compared isomer or geometry (same formula, charge and spin), kJ/mol: 88.2
Kohn-Sham gap, Eh: 0.381
Spin multiplicity: 1
Charge: 0
Structure (SMILES): ClCCl.ClCCl.ClCCl.ClCCl.ClCCl.ClCCl.ClCCl.ClCCl.ClCCl

Each line ends with the Mulliken charge.
Atoms and positions in Å:
Cl: -9.4498 -16.6079 22.9779  -0.175
Cl: -11.0310 -11.8663 16.7214  0.141
Cl: -10.4155 -10.4360 19.9312  -0.098
Cl: -9.9562 -19.4015 18.4711  -0.179
Cl: -6.5729 -12.1192 19.9939  -0.042
Cl: -7.1909 -8.8772 18.3793  -0.151
Cl: -12.7496 -8.8128 20.8215  -0.180
Cl: -13.2719 -13.7177 18.6709  0.036
Cl: -15.1883 -11.7884 19.8282  -0.136
Cl: -4.7698 -11.1870 17.9201  -0.138
Cl: -10.8290 -19.0176 22.0838  -0.165
Cl: -9.6550 -8.8291 16.6790  -0.160
Cl: -8.4367 -15.1762 19.0398  -0.193
Cl: -11.9459 -17.2804 18.4833  -0.098
Cl: -13.6128 -10.7975 15.7601  -0.167
Cl: -10.6207 -14.1475 20.5934  -0.156
Cl: -10.6743 -17.2441 13.8559  -0.161
Cl: -11.0067 -14.8677 15.5678  -0.027
C: -15.0100 -13.1689 18.7372  -0.461
C: -9.7034 -13.8973 19.1061  1.484
C: -10.5253 -17.9129 17.6125  -0.170
C: -8.1876 -9.7620 17.1535  -0.024
C: -11.9710 -11.3493 15.3053  -0.352
C: -10.1664 -17.4636 21.5816  0.132
C: -5.1243 -11.1822 19.6275  -0.426
C: -11.9862 -9.6601 19.4602  0.153
C: -11.6805 -15.7743 14.1287  -0.467
H: -9.2313 -12.9152 19.1309  -0.431
H: -9.3116 -17.7446 20.9663  0.188
H: -12.7038 -16.1288 14.2530  0.317
H: -7.4985 -9.8570 16.3144  0.409
H: -10.8460 -18.3426 16.6634  0.235
H: -12.6966 -10.3809 19.0556  -0.071
H: -11.6718 -15.1582 13.2296  0.339
H: -10.8909 -16.8175 21.0859  0.004
H: -9.7090 -17.2405 17.3486  0.220
H: -11.7827 -8.8702 18.7371  0.181
H: -8.4693 -10.7911 17.3765  -0.068
H: -15.2768 -12.8381 17.7334  0.261
H: -11.5128 -10.6233 14.6337  0.320
H: -15.6181 -13.9820 19.1337  0.342
H: -4.2949 -11.6019 20.1967  0.352
H: -5.2776 -10.1375 19.8983  0.267
H: -12.1316 -12.1848 14.6239  0.127
H: -10.3889 -13.8751 18.2589  -0.812

Cartesian forces (eV/Å) of the 6 atoms listed first:
-0.2 0.1 -0.1
-0.2 0.6 -0.7
-0.9 0.3 -0.2
0.3 0.7 -0.1
-0.1 0.0 0.1
-1.0 -0.5 -0.3

***

(4)
The following is a DFT calculation (the ωB97M-V functional and the def2-TZVPD basis) of a molecular structure, C9H18Cl3I2O3P2Ti.

Energy relative to the best compared isomer or geometry (same formula, charge and spin), kJ/mol: 0.0
Kohn-Sham gap (spin up / spin down), Eh: 0.133 / 0.133
Spin multiplicity: 1
Charge: +3

Each line ends with the Mulliken charge.
Atoms and positions in Å:
I: 0.0004 -1.2889 -5.8024  0.152
I: -0.0011 1.4420 -5.9929  0.172
Ti: -0.0006 -0.3645 -0.1403  -0.504
Cl: -1.4948 0.3707 4.2987  -0.032
Cl: 1.4851 0.3624 4.3030  -0.032
Cl: -0.0121 -2.1943 4.3749  -0.022
P: 2.4376 0.0333 -0.2908  0.990
P: -2.4359 0.0475 -0.2985  0.992
O: 0.0090 0.3680 -3.1744  -0.103
O: -0.0064 -1.5472 1.5633  -0.491
O: -0.0005 0.6438 1.6512  -0.377
C: 2.9708 1.5459 0.5773  -1.138
C: 3.3424 0.0511 -1.8607  -0.990
C: -3.2344 -1.2642 0.6907  -1.190
C: -0.0044 -0.4805 2.2813  0.180
C: -2.9625 1.5647 0.5657  -1.140
C: -3.3354 0.0681 -1.8713  -0.989
C: 0.0049 0.1405 -2.0315  0.659
C: 3.2253 -1.2850 0.6984  -1.190
C: -0.0066 -0.4996 3.8264  0.897
H: 2.9978 -2.2575 0.2448  0.419
H: 3.0250 0.9159 -2.4547  0.400
H: -3.0809 -0.8323 -2.4442  0.397
H: 2.4828 1.6088 1.5588  0.301
H: 4.4218 0.0884 -1.6783  0.429
H: 4.0607 1.5345 0.7057  0.457
H: -2.6611 2.4352 -0.0311  0.388
H: -4.3198 -1.0952 0.7022  0.446
H: 3.0863 -0.8481 -2.4348  0.398
H: -2.8527 -1.2642 1.7211  0.339
H: -4.4153 0.1095 -1.6925  0.429
H: -3.0115 -2.2389 0.2395  0.420
H: 4.3116 -1.1224 0.7133  0.446
H: -3.0128 0.9314 -2.4648  0.400
H: -4.0530 1.5608 0.6899  0.457
H: 2.8406 -1.2844 1.7276  0.340
H: -2.4779 1.6256 1.5490  0.302
H: 2.6775 2.4191 -0.0197  0.388

Cartesian forces (eV/Å) of the 6 atoms listed first:
0.0 1.4 -0.1
0.0 -1.1 -0.3
0.0 -1.1 6.8
0.6 -0.3 -0.1
-0.6 -0.3 -0.1
0.0 1.0 -0.2

***

For each record above, in turn, the calculated largest force on an atom values are 3.365 4.034 1.832 6.893 eV/Å.
For each record above, in turn, the calculated E_tot values are -3376.13371 -11629.31518 -8637.12960 -4086.49609 a.u..